Entry 1:
Molecular formula: C39H105NO13
Method: DFT, ωB97M-V/def2-TZVPD

E_tot (eV): -70250.538
Multiplicity: 1

Element x y z (Å)
C: -0.060 5.278 -0.642
C: 0.974 5.200 -1.737
O: 0.176 4.976 -2.952
H: -0.732 6.079 -0.736
H: 0.471 5.376 0.307
H: -0.635 4.394 -0.539
H: 1.688 4.394 -1.575
H: 1.555 6.119 -1.876
H: 0.785 4.725 -3.669
C: 3.967 -0.056 2.198
C: 3.834 -1.441 2.934
C: 3.805 -2.694 2.024
O: 5.003 -1.655 3.843
H: 4.064 0.812 2.875
H: 3.042 0.094 1.600
H: 4.833 -0.082 1.490
H: 2.975 -1.371 3.583
H: 4.790 -2.659 1.561
H: 2.961 -2.674 1.339
H: 3.624 -3.555 2.624
H: 4.959 -0.842 4.424
C: 0.455 0.829 4.189
C: -0.229 1.399 5.433
C: 0.063 2.782 5.855
O: -1.712 1.222 5.296
H: 0.082 -0.119 3.858
H: 1.554 0.709 4.300
H: 0.327 1.528 3.313
H: -0.005 0.704 6.164
H: 1.109 2.867 6.025
H: -0.358 3.074 6.854
H: -0.394 3.463 5.149
H: -2.200 1.731 5.936
C: 3.005 4.790 1.617
C: 4.466 4.397 1.463
C: 4.704 3.738 0.143
O: 5.294 5.544 1.669
H: 2.314 3.927 1.472
H: 2.702 5.573 0.905
H: 2.777 5.117 2.642
H: 4.637 3.608 2.212
H: 5.727 3.532 0.000
H: 4.246 4.361 -0.649
H: 4.186 2.804 0.084
H: 4.809 6.294 2.120
C: -0.117 -3.890 4.324
C: 0.299 -3.295 2.986
C: 0.601 -4.267 1.830
O: -0.558 -2.269 2.483
H: 0.469 -4.831 4.495
H: -1.146 -4.271 4.301
H: -0.060 -3.236 5.187
H: 1.265 -2.847 3.265
H: -0.256 -4.523 1.278
H: 1.192 -5.135 2.237
H: 1.227 -3.709 1.130
H: -1.351 -2.090 2.986
C: 3.095 1.504 -5.321
C: 2.565 2.157 -4.090
C: 3.720 2.736 -3.265
O: 1.583 3.178 -4.485
H: 2.241 1.209 -5.955
H: 3.663 0.667 -5.042
H: 3.638 2.279 -5.884
H: 2.022 1.407 -3.458
H: 3.412 3.318 -2.424
H: 4.411 3.394 -3.914
H: 4.363 1.906 -3.036
H: 0.888 2.706 -4.935
C: -4.028 -2.789 3.205
C: -3.930 -1.481 4.081
C: -4.027 -1.721 5.524
O: -2.733 -0.872 3.649
H: -5.037 -3.241 3.291
H: -3.325 -3.532 3.657
H: -3.703 -2.605 2.208
H: -4.757 -0.909 3.714
H: -3.777 -0.889 6.142
H: -3.329 -2.503 5.807
H: -4.995 -2.097 5.847
H: -2.461 -0.103 4.208
C: -6.360 -0.563 1.007
C: -5.633 0.507 0.252
C: -4.881 1.469 1.149
O: -4.709 -0.002 -0.739
H: -7.160 -0.084 1.673
H: -5.813 -1.145 1.792
H: -6.945 -1.259 0.385
H: -6.359 1.040 -0.381
H: -4.551 2.240 0.505
H: -3.972 1.044 1.582
H: -5.628 1.874 1.877
H: -4.282 -0.846 -0.411
C: 0.947 1.333 -0.799
C: 0.175 0.670 0.288
C: -1.282 0.987 0.366
O: 0.250 -0.725 -0.036
H: 0.496 1.105 -1.779
H: 2.024 1.144 -0.787
H: 0.849 2.430 -0.711
H: 0.588 0.806 1.282
H: -1.788 0.609 -0.485
H: -1.420 2.082 0.426
H: -1.727 0.576 1.322
H: -0.023 -1.338 0.671
C: 6.177 0.573 -1.642
C: 5.884 -0.729 -2.480
C: 5.825 -2.001 -1.657
O: 4.666 -0.555 -3.203
H: 6.972 0.479 -0.876
H: 5.222 0.861 -1.200
H: 6.590 1.357 -2.322
H: 6.701 -0.915 -3.260
H: 5.982 -2.911 -2.312
H: 4.870 -2.083 -1.193
H: 6.506 -1.956 -0.822
H: 3.949 -0.991 -2.639
C: -1.600 1.224 -6.662
C: -2.041 2.290 -5.665
C: -3.455 2.017 -5.054
O: -1.093 2.349 -4.635
H: -2.351 1.373 -7.447
H: -1.616 0.272 -6.167
H: -0.658 1.488 -7.114
H: -2.018 3.301 -6.139
H: -3.441 1.105 -4.490
H: -4.306 2.076 -5.751
H: -3.694 2.754 -4.241
H: -1.187 3.130 -4.045
C: 0.756 -3.437 -2.350
C: 1.368 -2.197 -2.957
C: 0.301 -1.258 -3.366
O: 2.346 -1.723 -2.007
H: 1.602 -4.107 -2.189
H: -0.203 -3.781 -2.855
H: 0.324 -3.174 -1.317
H: 1.944 -2.592 -3.797
H: -0.236 -1.728 -4.262
H: 0.609 -0.175 -3.583
H: -0.430 -1.194 -2.526
H: 1.824 -1.381 -1.232
C: -2.873 -4.752 -0.855
C: -3.673 -3.644 -1.600
C: -4.970 -3.365 -0.817
O: -5.659 -4.598 -0.645
C: -6.760 -4.431 0.176
N: -2.870 -2.386 -1.668
H: -2.835 -4.531 0.299
H: -1.811 -4.769 -1.219
H: -3.422 -5.672 -0.963
H: -4.003 -4.039 -2.589
H: -5.484 -2.595 -1.421
H: -4.753 -3.011 0.149
H: -6.564 -4.088 1.207
H: -7.411 -5.290 0.193
H: -7.473 -3.690 -0.224
H: -3.095 -1.795 -2.450
H: -1.925 -2.709 -1.717

These are the Mulliken partial charges, in e, on atoms 1 to 6: -1.197 0.756 -0.560 0.470 0.182 0.185

***

Entry 2:
Molecular formula: C39H107N11O11
Method: DFT, ωB97M-V/def2-TZVPD

SMILES string: COC[C@H](C)N.COC[C@H](C)N.COC[C@H](C)N.COC[C@H](C)N.COC[C@H](C)N.COC[C@H](C)N.COC[C@H](C)N.COC[C@H](C)N.COCCNCCOC.NC(N)=O
ΔE to the lowest compared entry with this formula, charge and spin (kcal per mole): 0.00
E_tot (eV): -81085.167
Multiplicity: 1

Element x y z (Å)
C: 4.244 -6.094 6.744
O: 3.240 -5.112 6.730
C: 3.598 -3.998 7.535
C: 2.537 -2.910 7.307
C: 2.503 -1.791 8.328
N: 1.172 -3.480 7.300
H: 5.228 -5.669 6.533
H: 4.127 -6.917 6.035
H: 4.266 -6.633 7.699
H: 3.545 -4.320 8.585
H: 4.626 -3.656 7.390
H: 2.617 -2.599 6.262
H: 1.712 -1.125 7.974
H: 3.406 -1.217 8.524
H: 2.097 -2.121 9.289
H: 0.870 -3.796 8.219
H: 1.220 -4.338 6.757
C: -6.892 0.869 6.367
O: -6.385 2.070 5.828
C: -5.646 1.875 4.632
C: -5.289 3.201 3.987
C: -6.433 4.050 3.439
N: -4.240 2.975 2.985
H: -7.554 0.358 5.669
H: -7.397 1.199 7.277
H: -6.117 0.197 6.756
H: -4.728 1.323 4.873
H: -6.180 1.182 3.967
H: -4.767 3.768 4.764
H: -7.199 4.393 4.133
H: -6.961 3.540 2.628
H: -5.963 4.927 2.984
H: -4.356 3.591 2.192
H: -4.252 2.029 2.622
C: 1.014 -1.119 -8.084
O: 1.780 -1.074 -6.924
C: 1.331 -1.942 -5.924
C: 2.435 -2.281 -4.915
C: 2.093 -3.524 -4.095
N: 2.469 -1.171 -3.902
H: 1.489 -0.640 -8.947
H: 0.024 -0.656 -8.019
H: 0.992 -2.150 -8.466
H: 0.367 -1.586 -5.545
H: 1.091 -2.962 -6.274
H: 3.378 -2.251 -5.466
H: 2.074 -4.462 -4.658
H: 1.071 -3.429 -3.724
H: 2.780 -3.645 -3.259
H: 2.441 -0.363 -4.539
H: 3.416 -0.984 -3.561
C: 4.615 1.012 6.409
O: 5.323 -0.174 6.173
C: 6.321 0.008 5.189
C: 5.761 -0.158 3.776
C: 4.979 -1.470 3.738
N: 6.806 -0.218 2.777
H: 4.086 1.351 5.507
H: 5.169 1.853 6.833
H: 3.763 0.795 7.059
H: 6.783 0.997 5.318
H: 7.195 -0.638 5.300
H: 5.029 0.617 3.515
H: 4.126 -1.454 4.421
H: 5.559 -2.312 4.135
H: 4.639 -1.818 2.762
H: 6.487 -0.490 1.856
H: 7.296 0.653 2.606
C: 4.838 6.550 -2.265
O: 5.146 5.743 -1.117
C: 4.628 4.426 -1.230
C: 3.099 4.338 -0.944
C: 2.794 4.836 0.432
N: 2.506 3.051 -1.286
H: 4.386 5.972 -3.069
H: 5.746 7.075 -2.548
H: 4.091 7.275 -1.933
H: 4.683 4.088 -2.271
H: 5.198 3.791 -0.554
H: 2.614 5.052 -1.627
H: 3.340 5.730 0.742
H: 3.151 4.111 1.182
H: 1.755 5.021 0.712
H: 2.765 2.384 -0.562
H: 2.797 2.836 -2.228
C: 0.093 -6.828 -0.890
O: -0.156 -5.568 -1.452
C: -0.647 -4.581 -0.561
C: 0.054 -4.417 0.778
C: -0.664 -3.316 1.583
N: 1.416 -3.868 0.438
H: -0.820 -7.326 -0.546
H: 0.824 -6.786 -0.075
H: 0.536 -7.524 -1.604
H: -0.590 -3.669 -1.160
H: -1.713 -4.782 -0.379
H: 0.161 -5.332 1.358
H: -0.370 -3.408 2.631
H: -1.749 -3.452 1.615
H: -0.472 -2.299 1.245
H: 2.093 -4.333 1.052
H: 1.657 -4.441 -0.383
C: -4.584 -0.554 -6.817
O: -3.540 -0.644 -7.741
C: -3.781 -1.554 -8.802
C: -2.737 -1.612 -9.895
C: -2.335 -0.278 -10.535
N: -3.186 -2.532 -10.948
H: -4.833 0.502 -6.661
H: -4.212 -0.897 -5.840
H: -5.489 -1.118 -7.053
H: -3.957 -2.514 -8.300
H: -4.756 -1.464 -9.313
H: -1.831 -2.016 -9.430
H: -2.145 -0.363 -11.601
H: -1.452 0.139 -10.045
H: -3.144 0.441 -10.370
H: -4.167 -2.375 -11.160
H: -2.705 -2.370 -11.820
C: -5.326 3.819 -4.775
O: -5.757 3.753 -3.431
C: -4.638 3.881 -2.558
C: -5.133 3.699 -1.136
C: -6.111 4.780 -0.679
N: -4.073 3.553 -0.129
H: -4.691 4.696 -4.943
H: -6.192 3.941 -5.426
H: -4.815 2.889 -5.045
H: -3.817 3.213 -2.846
H: -4.178 4.874 -2.680
H: -5.579 2.700 -1.062
H: -6.713 5.097 -1.531
H: -5.649 5.666 -0.240
H: -6.759 4.312 0.061
H: -3.778 4.494 0.119
H: -3.302 2.988 -0.448
C: 0.661 0.092 4.708
O: 0.381 0.511 3.375
C: -0.295 1.778 3.249
C: -0.969 1.693 1.901
N: -0.008 1.702 0.813
C: -0.592 1.639 -0.508
C: -0.928 0.270 -1.012
O: -1.613 0.403 -2.269
C: -1.395 -0.748 -3.096
H: -0.294 -0.220 5.140
H: 1.212 0.863 5.249
H: 1.268 -0.814 4.652
H: 0.466 2.561 3.280
H: -0.997 1.918 4.074
H: -1.514 2.639 1.790
H: -1.696 0.874 1.833
H: 0.600 0.890 0.909
H: 0.056 2.182 -1.201
H: -1.551 2.161 -0.527
H: -1.700 -0.252 -0.429
H: -0.036 -0.367 -1.058
H: -1.825 -1.572 -2.518
H: -0.308 -0.802 -3.238
H: -1.768 -0.667 -4.117
N: 2.544 -1.327 -0.575
C: 2.858 -0.383 0.347
N: 2.299 -0.609 1.560
O: 3.569 0.612 0.140
H: 1.812 -1.998 -0.408
H: 2.930 -1.141 -1.483
H: 2.290 0.043 2.322
H: 1.887 -1.516 1.708

These are the Mulliken partial charges, in e, on atoms 1 to 6: -0.800 -0.306 -0.876 1.280 -1.381 -0.843

***

Entry 3:
Molecular formula: C39H107N5O12
Method: DFT, ωB97M-V/def2-TZVPD

SMILES string: COC[C@H](C)N.COC[C@H](C)N.COC[C@H](C)N.COC[C@H](C)N.COC[C@H](C)N.CC(C)O.CC(C)O.CC(C)O.CC(C)O.CC(C)O.CCO.CCO
E_tot (eV): -74193.208
Multiplicity: 1

Element x y z (Å)
C: -17.619 -11.530 3.311
O: -18.046 -12.638 4.017
C: -18.111 -12.549 5.483
C: -17.980 -13.942 5.993
C: -16.602 -14.462 5.706
N: -19.083 -14.732 5.573
H: -18.190 -10.649 3.621
H: -17.798 -11.614 2.204
H: -16.556 -11.318 3.450
H: -17.390 -11.925 5.903
H: -19.069 -12.069 5.729
H: -18.041 -13.798 7.053
H: -15.901 -13.652 5.898
H: -16.507 -14.570 4.627
H: -16.273 -15.349 6.256
H: -19.923 -14.335 5.955
H: -19.038 -14.712 4.585
C: -25.795 -5.946 -1.110
O: -25.996 -6.862 -0.071
C: -26.813 -6.478 1.025
C: -28.189 -7.221 1.103
C: -29.166 -6.622 0.097
N: -28.668 -6.999 2.430
H: -26.505 -6.152 -1.984
H: -24.813 -6.188 -1.408
H: -25.815 -4.925 -0.698
H: -26.273 -6.725 1.925
H: -26.839 -5.340 1.034
H: -27.974 -8.278 0.837
H: -28.681 -6.569 -0.904
H: -29.363 -5.579 0.375
H: -30.134 -7.119 0.070
H: -28.163 -7.515 3.115
H: -29.719 -7.140 2.578
C: -23.266 -10.525 6.122
O: -21.861 -10.447 6.265
C: -21.365 -9.199 6.713
C: -21.546 -8.050 5.718
C: -20.722 -8.617 4.447
N: -20.833 -6.937 6.325
H: -23.687 -9.843 5.329
H: -23.813 -10.312 7.079
H: -23.532 -11.543 5.780
H: -21.842 -9.021 7.706
H: -20.289 -9.280 6.886
H: -22.603 -7.826 5.485
H: -20.682 -7.940 3.591
H: -21.136 -9.520 3.937
H: -19.687 -8.914 4.758
H: -20.870 -6.174 5.645
H: -21.245 -6.557 7.195
C: -17.361 -6.580 0.608
O: -16.041 -6.994 0.463
C: -15.825 -8.145 -0.358
C: -14.411 -8.675 -0.127
C: -14.239 -10.078 -0.672
N: -14.119 -8.912 1.304
H: -17.854 -6.403 -0.318
H: -17.413 -5.708 1.269
H: -17.990 -7.311 1.092
H: -16.595 -9.001 -0.166
H: -16.152 -7.851 -1.421
H: -13.662 -7.976 -0.539
H: -13.238 -10.441 -0.367
H: -14.333 -10.152 -1.798
H: -14.984 -10.807 -0.303
H: -14.124 -8.056 1.830
H: -14.881 -9.420 1.770
C: -31.368 -11.200 3.716
O: -30.250 -10.396 4.200
C: -29.117 -11.180 4.409
C: -28.456 -11.683 3.166
C: -27.104 -12.363 3.487
N: -28.164 -10.515 2.374
H: -32.275 -10.576 3.629
H: -31.503 -12.090 4.454
H: -31.126 -11.635 2.729
H: -28.434 -10.489 4.968
H: -29.386 -12.065 5.070
H: -29.109 -12.370 2.661
H: -26.352 -11.696 3.731
H: -26.714 -12.810 2.545
H: -27.364 -13.103 4.237
H: -28.954 -9.835 2.370
H: -28.129 -10.765 1.376
C: -26.468 -9.891 -2.456
C: -27.481 -10.142 -1.279
C: -28.850 -10.506 -1.733
O: -27.078 -11.197 -0.343
H: -26.955 -9.109 -3.049
H: -26.242 -10.751 -3.060
H: -25.533 -9.379 -2.072
H: -27.457 -9.196 -0.688
H: -29.417 -9.790 -2.331
H: -29.491 -10.868 -0.906
H: -28.716 -11.426 -2.317
H: -26.200 -11.004 0.012
C: -24.953 -6.231 7.080
C: -25.334 -7.390 6.135
C: -26.779 -7.889 6.194
O: -24.914 -6.990 4.817
H: -25.471 -5.253 6.758
H: -23.923 -5.960 7.084
H: -25.355 -6.279 8.053
H: -24.794 -8.270 6.420
H: -26.940 -8.314 7.161
H: -26.959 -8.557 5.383
H: -27.425 -6.990 6.127
H: -25.103 -7.670 4.170
C: -20.644 -4.977 -1.693
C: -21.571 -5.791 -0.873
C: -22.123 -5.121 0.377
O: -22.776 -6.141 -1.669
H: -20.260 -5.544 -2.525
H: -19.792 -4.682 -1.073
H: -21.077 -4.112 -2.166
H: -21.081 -6.708 -0.551
H: -22.597 -4.206 -0.001
H: -21.309 -4.784 1.056
H: -22.887 -5.721 0.783
H: -22.865 -5.283 -2.105
C: -24.649 -3.208 5.073
C: -23.750 -3.563 3.872
C: -22.552 -2.599 3.725
O: -23.177 -4.861 3.931
H: -25.440 -3.972 5.207
H: -25.145 -2.206 4.989
H: -23.999 -3.229 5.943
H: -24.277 -3.497 2.922
H: -22.851 -1.623 4.027
H: -22.048 -2.557 2.734
H: -21.814 -2.891 4.473
H: -23.824 -5.512 4.177
C: -23.244 -12.711 2.647
C: -22.050 -13.672 2.913
C: -22.104 -14.243 4.286
O: -22.085 -14.767 1.981
H: -23.397 -12.711 1.575
H: -23.018 -11.639 2.865
H: -24.160 -13.054 3.133
H: -21.117 -13.145 2.769
H: -21.778 -13.463 5.022
H: -21.433 -15.080 4.374
H: -23.124 -14.663 4.498
H: -22.428 -14.426 1.191
C: -16.711 -15.038 1.410
C: -18.155 -15.268 0.872
O: -19.019 -15.481 1.936
H: -16.604 -14.128 1.944
H: -16.126 -14.861 0.506
H: -16.340 -15.863 1.982
H: -18.176 -16.068 0.115
H: -18.517 -14.307 0.358
H: -19.952 -15.419 1.685
C: -23.843 -8.246 1.628
C: -25.023 -9.266 1.805
O: -25.880 -9.004 2.916
H: -23.393 -8.193 2.592
H: -24.253 -7.316 1.305
H: -23.120 -8.524 0.859
H: -24.632 -10.305 1.961
H: -25.630 -9.191 0.912
H: -26.679 -9.593 2.772

These are the Mulliken partial charges, in e, on atoms 1 to 6: -0.898 0.077 -0.533 -0.033 -1.250 -0.593

***

The following E_HOMO values (in eV) correspond, in order, to the records above: -9.491; -8.104; -8.693.
The following largest force on an atom values (in eV/Å) correspond, in order, to the records above: 2.871; 2.220; 3.375.
The following lowest unoccupied orbital energy values (in eV) correspond, in order, to the records above: 0.22; 0.37; 0.38.